# 1
Computed, not measured: a cluster of 7 separate species, C33H71N4O7S in total, with ωB97M-V/def2-TZVPD.

The geometry in ORCA input format:
```
! wB97M-V def2-TZVPD RIJCOSX def2/J DEFGRID3
* xyz 1 1
C -4.80739 2.78144 -0.05255
C -3.80510 3.83211 -0.53736
C -4.18166 4.52293 -1.84030
N -4.08538 3.66018 -3.02445
C -4.96208 2.72555 -3.38427
N -4.62411 2.16226 -4.53747
C -3.49819 2.76975 -4.90615
N -2.83547 2.51567 -6.08108
N -3.12628 3.68566 -3.97195
C -2.00944 4.64336 -3.89135
C -0.73107 4.25040 -4.64413
C 0.53004 4.39829 -3.76707
S 1.94693 3.75566 -4.71315
O -2.51231 3.26888 -0.61005
C -1.48899 4.16781 -0.16978
C -0.13804 3.49134 -0.23248
C 1.00294 4.29527 -0.16102
C 2.26403 3.70035 -0.15170
C 2.37625 2.31075 -0.18731
C 1.24120 1.50667 -0.25176
C -0.02435 2.10460 -0.29227
H -5.78234 2.91815 -0.50886
H -4.94331 2.88096 1.01515
H -4.42021 1.79494 -0.28517
H -3.79874 4.63023 0.20438
H -3.53037 5.37629 -1.97544
H -5.20605 4.87010 -1.77578
H -5.84269 2.47164 -2.83007
H -3.10379 2.96857 -6.93179
H -2.12241 1.81369 -6.08867
H -2.38363 5.61512 -4.19800
H -1.76470 4.71888 -2.83494
H -0.61772 4.95067 -5.46258
H -0.73691 3.23914 -5.00270
H 0.75104 5.43178 -3.54000
H 0.41628 3.79133 -2.87282
H 1.99482 2.45941 -4.36878
H -1.66320 4.43709 0.87240
H -1.50347 5.05108 -0.80843
H 0.92954 5.37151 -0.10680
H 3.15161 4.30928 -0.10627
H 3.34483 1.83531 -0.17652
H 1.30461 0.43541 -0.26104
H -0.88423 1.45896 -0.31505
C 1.86601 -3.66546 0.21325
C 2.57273 -2.40305 -0.25123
C 4.05974 -2.64202 -0.46334
O 2.38129 -1.35690 0.70234
H 2.27610 -4.00050 1.16928
H 0.80301 -3.47390 0.36809
H 1.97751 -4.47386 -0.51210
H 2.12036 -2.05204 -1.18116
H 4.53081 -2.95297 0.47278
H 4.55300 -1.72520 -0.78827
H 4.23342 -3.41990 -1.20857
H 2.78134 -1.64852 1.52941
C 0.08325 -0.78064 4.47997
C 1.47066 -1.18330 4.95373
C 2.10456 -0.09680 5.80474
O 2.30306 -1.48857 3.82949
H 0.14122 0.11868 3.85887
H -0.35841 -1.57077 3.87063
H -0.57459 -0.57391 5.32498
H 1.40595 -2.10572 5.53122
H 2.21812 0.82500 5.22521
H 3.10015 -0.39884 6.13287
H 1.49524 0.12055 6.68031
H 2.37637 -0.68342 3.30479
C 0.30718 -6.35641 2.08206
C 1.26511 -7.53674 2.02977
C 1.67879 -7.98639 3.42255
O 2.41708 -7.20186 1.25480
H 0.78195 -5.49621 2.56158
H 0.02633 -6.04917 1.07495
H -0.59882 -6.60249 2.63854
H 0.78993 -8.36767 1.50694
H 2.19788 -7.17804 3.94495
H 2.36426 -8.83188 3.36359
H 0.81340 -8.28029 4.01817
H 2.86169 -6.46997 1.69485
C -2.69338 2.04162 8.06507
C -1.29687 1.65394 8.52645
C -0.67690 2.73124 9.40244
O -0.45881 1.38978 7.39870
H -2.65616 2.95669 7.46702
H -3.12152 1.25746 7.43968
H -3.35770 2.21239 8.91286
H -1.34525 0.71716 9.08207
H -0.57925 3.66683 8.84463
H 0.32191 2.43562 9.72361
H -1.28512 2.92101 10.28747
H -0.39315 2.20112 6.88424
C 3.40915 -1.05107 -6.59761
C 3.74485 0.40753 -6.32508
C 4.82815 0.91857 -7.26146
O 4.15151 0.57356 -4.96577
H 4.28830 -1.68042 -6.43868
H 2.63110 -1.39979 -5.91681
H 3.06519 -1.19450 -7.62270
H 2.84613 1.01667 -6.44502
H 5.75039 0.34878 -7.12272
H 5.05464 1.96386 -7.05008
H 4.52428 0.83208 -8.30539
H 4.94766 0.04778 -4.83672
C -2.29269 -3.52421 -2.34326
C -1.71106 -4.25230 -1.14007
C -2.38030 -5.60244 -0.93149
O -1.84075 -3.44763 0.03248
H -3.35958 -3.33435 -2.19489
H -1.80223 -2.55830 -2.47714
H -2.17107 -4.10733 -3.25713
H -0.63964 -4.39144 -1.28678
H -3.44937 -5.47184 -0.74130
H -1.95615 -6.11212 -0.06795
H -2.26235 -6.24340 -1.80618
H -2.78012 -3.31187 0.19293
*
```

Computed properties:
E: -2443.60033 Ha
Largest force on an atom: 1.4 eV/A

---

# 2
Computed, not measured: a structure of composition C37H43N8O10PPmS7, with ωB97M-V/def2-TZVPD.

The geometry in ORCA input format:
```
! wB97M-V def2-TZVPD RIJCOSX def2/J DEFGRID3
* xyz -1 5
Pm 1.88516 -0.99096 -0.73296
O 2.52056 6.73364 -0.54396
C 3.63026 5.90894 -0.81976
C 3.21526 4.46464 -0.89356
C 4.15906 3.48384 -1.18166
C 3.76136 2.16084 -1.20776
N 2.51436 1.77244 -0.97226
C 1.59096 2.71434 -0.73186
C 1.90496 4.07044 -0.68196
C 0.23166 2.21024 -0.47256
C -0.91894 2.96574 -0.69856
C -2.16264 2.40794 -0.43096
C -3.44674 3.14684 -0.70216
O -4.36594 3.08474 0.36064
C -2.20144 1.12594 0.10734
C -1.01064 0.44924 0.30444
N 0.17926 0.95184 -0.00426
H 2.81646 7.64594 -0.48646
H 4.40176 6.01904 -0.03946
H 4.09516 6.18794 -1.78036
H 5.18506 3.75034 -1.37136
H 4.46886 1.37284 -1.42406
H 1.16016 4.80864 -0.43816
H -0.84714 3.96454 -1.10356
H -3.89854 2.72584 -1.61576
H -3.24464 4.20714 -0.87076
H -4.46964 2.16004 0.62124
H -3.11994 0.60354 0.34084
H -1.03444 -0.56356 0.70044
S 4.31906 -0.36496 0.66664
C 5.02226 -1.93396 0.90624
C 5.98346 -1.97366 1.92474
N 6.76156 -1.92136 2.77164
C 4.75506 -3.05766 0.15004
S 3.64916 -3.17956 -1.17556
C 5.47626 -4.23836 0.38684
N 6.05346 -5.22396 0.51964
C -2.79854 4.01794 6.62754
C -2.72504 2.79954 5.73264
S -0.97944 2.26294 5.74584
O -0.53084 2.21114 7.11064
O -0.22634 3.11034 4.85334
C -0.95824 0.58544 5.03924
C 0.49316 0.10964 5.06504
N 0.79476 -0.69506 3.91004
C 1.37746 -0.26356 2.77094
N 1.41256 -1.22476 1.85424
C 0.85946 -2.32446 2.42414
C 0.44946 -2.01736 3.70414
N -0.18584 -2.83746 4.64534
O -0.25244 -4.02796 4.38744
O -0.62124 -2.32866 5.67794
C 1.95326 1.09694 2.64034
H -3.81444 4.39844 6.71074
H -2.15084 4.79334 6.22454
H -2.42794 3.74914 7.61434
H -2.98594 3.01384 4.70044
H -3.31484 1.96904 6.10884
H -1.32894 0.68224 4.02104
H -1.60734 -0.06406 5.61854
H 0.67426 -0.47206 5.97134
H 1.14976 0.98304 5.06624
H 0.78696 -3.26766 1.91484
H 2.84986 1.17024 3.26064
H 1.24246 1.86454 2.95164
H 2.25656 1.26244 1.60744
O -3.79774 -1.27096 0.90964
S -3.08204 -2.45166 1.35134
O -3.15044 -2.68706 2.76874
N -1.51484 -2.41436 0.85154
C -1.26914 -3.38876 0.01584
S 0.23266 -3.65376 -0.67816
C -2.40364 -4.27306 -0.28976
C -2.42314 -5.37196 -1.13356
C -3.62424 -6.03936 -1.30756
C -4.77834 -5.62406 -0.65646
C -4.75364 -4.53536 0.20924
C -3.55644 -3.88286 0.37504
H -1.52144 -5.68406 -1.63586
H -3.65824 -6.89796 -1.96226
H -5.70334 -6.15706 -0.82316
H -5.63954 -4.21166 0.73494
C 0.77436 2.23544 -4.22066
C 0.07606 1.30124 -5.20206
C -1.42954 1.27004 -4.94036
O 0.61786 -0.01276 -5.20796
P 1.11926 -0.85496 -3.92206
S 2.92276 -0.23236 -3.35486
S -0.37194 -0.90046 -2.56716
O 1.43746 -2.25006 -4.60926
C 0.65146 -3.20566 -5.33706
C -0.37974 -3.87366 -4.43686
C 0.01636 -2.58496 -6.57466
H 0.40676 3.24874 -4.36966
H 1.85366 2.21694 -4.36156
H 0.55456 1.91864 -3.20016
H 0.26256 1.64324 -6.22996
H -1.62474 1.03704 -3.89556
H -1.90044 0.50624 -5.55496
H -1.85834 2.23994 -5.18066
H 1.40856 -3.94616 -5.63466
H -1.17794 -3.17386 -4.19096
H 0.09976 -4.20326 -3.51566
H -0.80774 -4.73986 -4.93866
H -0.82504 -1.95846 -6.28626
H -0.33314 -3.37536 -7.23426
H 0.73866 -1.96836 -7.10436
*
```

Computed properties:
E: -6363.48096 Ha
Largest force on an atom: 1.7 eV/A

---

# 3
Computed, not measured: a structure of composition C35H43ClP2Si2Ta, with ωB97M-V/def2-TZVPD.

The geometry in ORCA input format:
```
! wB97M-V def2-TZVPD RIJCOSX def2/J DEFGRID3
* xyz 3 1
C 3.86290 -1.38032 -1.75947
C 3.02929 -0.95558 -2.84756
C 3.09094 0.47093 -2.91243
H 2.52052 -1.61202 -3.54912
C 3.95500 0.93163 -1.86274
C 4.43150 -0.20967 -1.14630
H 5.17723 -0.20083 -0.35688
H 4.14389 -2.40550 -1.54883
H 2.61244 1.09027 -3.66702
H 4.25502 1.95959 -1.67702
Ta 2.19658 -0.11600 -0.91079
Si -2.16930 -1.38973 1.16695
C -3.63465 -0.97982 0.08360
C -4.85203 -0.57518 0.65123
H -4.93531 -0.46082 1.73381
C -5.95796 -0.28902 -0.15453
H -6.88684 0.05269 0.30533
C -5.86961 -0.41808 -1.54314
H -6.72732 -0.18034 -2.17446
C -4.66841 -0.84148 -2.11772
H -4.58041 -0.93433 -3.20180
C -3.56457 -1.13660 -1.31295
H -2.64282 -1.48724 -1.78422
C -0.52777 -0.34847 0.42816
C -0.12333 -0.18186 -0.96497
H -0.65524 -0.73605 -1.74034
C 0.41942 1.10142 -1.41145
H 0.23681 1.45949 -2.42081
C 1.38978 1.82095 -0.53394
H 1.92068 2.72312 -0.80506
C 1.54537 1.11236 0.78240
H 2.23938 1.54769 1.49676
C 0.42648 0.32714 1.28442
H 0.32251 0.25853 2.36772
H 1.44812 -2.13956 -1.00887
Si -0.19892 1.68281 0.19289
C -0.09794 3.34831 1.25197
C 0.07875 4.53149 0.54982
H 0.07309 4.54369 -0.54385
C 0.23922 5.72978 1.25787
H 0.35493 6.66808 0.71414
C 0.25713 5.71365 2.65935
H 0.38838 6.64549 3.21289
C 0.11183 4.50449 3.34917
H 0.13253 4.48415 4.43976
C -0.05823 3.30510 2.63906
H -0.17684 2.36488 3.18466
C -2.01092 2.23365 -0.29843
C -2.40968 2.28823 -1.63389
H -1.72436 2.05067 -2.44906
C -3.72008 2.66084 -1.95233
H -4.03125 2.69340 -2.99791
C -4.63145 2.97351 -0.94165
H -5.65391 3.26174 -1.19332
C -4.23798 2.88671 0.39806
H -4.94944 3.10065 1.19684
C -2.93410 2.50071 0.71333
H -2.64765 2.42122 1.76461
H -2.17322 -2.76291 1.34952
Cl -2.44473 -0.53218 3.02376
C -0.50660 -3.78128 -1.51185
P 1.09998 -3.55400 -0.78189
C 2.30316 -4.54507 -1.64375
C 1.07753 -3.88593 0.98999
C 1.64734 -2.79850 1.92230
P 3.00935 -1.76806 1.23025
C 3.48662 -0.72934 2.63978
C 4.39291 -2.94146 1.17093
H -0.55843 -4.81195 -1.89054
H -0.62455 -3.08653 -2.35373
H -1.30882 -3.61683 -0.78155
H 3.14331 -4.82819 -0.99827
H 1.78895 -5.45362 -1.98688
H 2.67840 -4.00045 -2.51780
H 0.02695 -4.08146 1.25375
H 1.62495 -4.83335 1.12649
H 0.84770 -2.11469 2.24711
H 2.06223 -3.26824 2.82692
H 4.07257 -1.33621 3.34268
H 4.10530 0.09854 2.27254
H 2.60369 -0.31961 3.14328
H 4.69338 -3.15461 2.20560
H 4.13020 -3.88061 0.67085
H 5.24042 -2.48399 0.64854
*
```

Computed properties:
E: -3137.25065 Ha
Largest force on an atom: 15.1 eV/A

---

- Which value of E does entry 1 give?
  -2443.60033 Ha